A molecular structure, C42H42BiClN10O3P2S at a distorted geometry, computed with ωB97M-V/def2-TZVPD.

Cartesian coordinates (Å):
Bi  -0.071  -0.793  -0.413
N  1.838  -3.045  -1.424
N  2.437  -3.963  -0.572
C  2.289  -3.899  0.768
N  3.033  -4.742  1.481
S  1.224  -2.849  1.560
H  1.300  -3.521  -2.139
H  2.539  -2.476  -1.887
H  3.132  -4.589  -0.951
H  3.653  -5.416  1.058
H  2.944  -4.739  2.482
N  -0.446  0.270  2.544
P  -1.546  -0.957  2.070
C  -1.756  -1.871  3.631
C  -1.746  -3.261  3.639
C  -1.972  -3.949  4.823
C  -2.200  -3.251  5.998
C  -2.220  -1.862  5.990
C  -2.009  -1.170  4.810
C  -3.212  -0.236  1.875
C  -4.157  -1.081  1.290
C  -5.450  -0.637  1.069
C  -5.806  0.657  1.432
C  -4.871  1.495  2.020
C  -3.572  1.055  2.240
P  0.034  1.424  1.372
C  -0.539  2.987  2.129
C  -0.012  3.361  3.365
C  -0.509  4.480  4.012
C  -1.517  5.236  3.425
C  -2.022  4.880  2.184
C  -1.537  3.754  1.533
C  1.836  1.563  1.527
C  2.443  2.523  0.715
C  3.814  2.700  0.761
C  4.584  1.921  1.615
C  3.984  0.954  2.408
C  2.610  0.765  2.361
H  -0.419  0.544  3.519
H  -1.563  -3.807  2.723
H  -1.967  -5.031  4.829
H  -2.370  -3.788  6.921
H  -2.412  -1.316  6.904
H  -2.072  -0.087  4.811
H  -3.878  -2.100  1.037
H  -6.181  -1.297  0.620
H  -6.818  1.004  1.271
H  -5.158  2.494  2.324
H  -2.854  1.709  2.716
H  0.797  2.787  3.804
H  -0.101  4.770  4.971
H  -1.901  6.109  3.934
H  -2.799  5.475  1.722
H  -1.941  3.463  0.571
H  1.839  3.137  0.055
H  4.284  3.444  0.131
H  5.655  2.069  1.662
H  4.590  0.346  3.067
H  2.138  -0.001  2.968
N  -1.525  -4.019  -0.096
C  -2.176  -3.335  -1.035
N  -3.062  -3.999  -1.758
C  -3.737  -3.304  -2.669
N  -4.610  -3.935  -3.439
N  -3.595  -1.968  -2.860
C  -2.693  -1.389  -2.126
N  -1.924  -1.998  -1.198
C  -2.508  0.063  -2.306
C  -3.270  0.766  -3.225
C  -3.062  2.127  -3.368
C  -2.085  2.738  -2.598
C  -1.357  1.964  -1.713
N  -1.576  0.660  -1.552
H  -1.747  -4.998  -0.014
H  -0.747  -3.632  0.431
H  -4.757  -4.923  -3.325
H  -5.111  -3.423  -4.144
H  -4.001  0.231  -3.813
H  -3.649  2.700  -4.073
H  -1.877  3.795  -2.686
H  -0.561  2.394  -1.125
C  5.758  -0.494  -5.103
C  5.400  0.792  -4.415
C  6.311  1.832  -4.304
C  5.960  3.026  -3.691
Cl  7.109  4.315  -3.604
C  4.698  3.193  -3.152
C  3.779  2.158  -3.244
C  4.120  0.980  -3.889
O  3.239  -0.079  -4.039
C  1.865  0.201  -4.186
C  1.120  -0.064  -2.882
O  0.314  -1.044  -2.833
O  1.327  0.648  -1.865
H  6.792  -0.476  -5.440
H  5.113  -0.652  -5.969
H  5.621  -1.346  -4.436
H  7.306  1.717  -4.713
H  4.433  4.124  -2.669
H  2.803  2.263  -2.791
H  1.473  -0.483  -4.937
H  1.696  1.234  -4.503

Frontier orbital gap   6.308 eV
Electronic energy   -113045.9930 eV
LUMO energy   -5.598 eV
Max |F|   1.32 eV Å⁻¹
Multiplicity   1
Total charge   +2